ORCA calculation (wB97M-V/def2-TZVPD) on one molecule with the formula C17H13ClFN3O.

```
36
C17H13ClFN3O | the Open Molecules 2025 dataset | wB97M-V/def2-TZVPD
O -1.9946 -4.2741 -0.9829
C -1.1403 -3.5103 -0.6031
C 0.1327 -3.9473 0.1078
Cl -0.1197 -5.5287 0.8798
N -1.2787 -2.1689 -0.7833
C -0.4420 -1.1090 -0.4466
C 0.9346 -1.0298 -0.4540
N 1.2584 0.2477 -0.1265
C 2.5315 0.8127 0.0114
C 2.6322 2.1927 0.1696
C 3.8734 2.7822 0.3066
C 5.0215 2.0066 0.2863
C 4.9200 0.6342 0.1347
C 3.6824 0.0314 -0.0005
N 0.1730 0.9884 0.0690
C -0.8778 0.2045 -0.1059
C -2.2349 0.7123 0.0356
C -3.2858 -0.1075 0.4464
C -4.5656 0.4008 0.5688
C -4.7854 1.7357 0.2822
F -6.0336 2.2331 0.3949
C -3.7584 2.5777 -0.1090
C -2.4852 2.0596 -0.2289
H 0.4174 -3.2360 0.8825
H 0.9390 -4.0683 -0.6166
H -2.1629 -1.8988 -1.2003
H 1.6725 -1.7646 -0.6924
H 1.7267 2.7768 0.1854
H 3.9452 3.8522 0.4286
H 5.9911 2.4685 0.3913
H 5.8103 0.0238 0.1245
H 3.6244 -1.0404 -0.1049
H -3.1058 -1.1393 0.7066
H -5.3864 -0.2222 0.8869
H -3.9659 3.6160 -0.3138
H -1.6629 2.6885 -0.5301
```

Summary:
- SMILES string: O=C(CCl)Nc1cn(-c2ccccc2)nc1-c1ccc(F)cc1
- HOMO-LUMO gap: 0.31906 Eh
- Highest occupied orbital energy: -8.36 eV
- Energy: -1455.19766 a.u.
- Relative energy (zero: lowest compared OMol25 entry of this formula, charge and spin): 0.000 eV
- E_LUMO: 0.326 eV
- Strongest force on any atom: 0.92 eV/A

---

ORCA calculation (wB97M-V/def2-TZVPD) on C22H52FN2O6Zr as an isolated structure at a distorted geometry.

```
84
C22H52FN2O6Zr | the Open Molecules 2025 dataset | wB97M-V/def2-TZVPD
Zr 9.8099 22.4374 5.8929
C 10.4960 14.4642 5.4449
C 10.7950 14.2057 6.9317
C 11.7477 12.9592 6.9300
C 12.3677 12.6656 8.3310
C 12.9601 13.9463 8.9384
C 12.0100 15.2164 8.9029
N 11.4512 15.4414 7.5446
O 10.7363 16.7353 7.3903
C 13.0034 16.3961 9.2058
C 11.0206 15.1391 10.0694
C 9.4207 13.8580 7.5854
H 9.7384 15.2021 5.1810
H 10.3956 13.5991 4.7895
H 11.3473 14.8874 4.9116
H 12.5532 13.0278 6.1989
H 11.1965 12.0671 6.6325
H 13.2024 11.9764 8.2032
H 11.6413 12.2511 9.0299
H 13.8109 14.2501 8.3287
H 13.3473 13.7452 9.9373
H 13.7133 16.5685 8.3969
H 13.6565 16.0233 9.9949
H 12.4798 17.2756 9.5806
H 11.4330 15.2103 11.0758
H 10.3963 14.2515 10.1721
H 10.3123 15.9475 9.8883
H 8.7817 13.3345 6.8743
H 8.8948 14.6798 8.0715
H 9.5183 13.1129 8.3750
C 11.5815 27.6895 -0.5447
C 12.8818 27.6417 0.3049
C 13.8779 28.7610 -0.1817
C 13.5235 30.1212 0.3878
C 13.5286 29.9769 1.8908
C 12.4172 28.9698 2.4456
N 12.5369 27.6547 1.7448
O 11.7433 26.5324 2.2215
C 11.0100 29.6600 2.1799
C 12.8481 28.7279 3.9345
C 13.6489 26.3694 -0.1091
H 11.6208 27.4436 -1.6059
H 11.1807 28.7031 -0.5507
H 10.7997 26.9755 -0.2856
H 13.9058 28.9074 -1.2615
H 14.9030 28.5129 0.0935
H 12.5458 30.4796 0.0658
H 14.3152 30.8048 0.0810
H 13.4593 30.9822 2.3065
H 14.5037 29.6508 2.2524
H 10.5462 29.2517 1.2820
H 11.0912 30.7466 2.1504
H 10.3982 29.5357 3.0734
H 12.2399 27.9655 4.4211
H 12.6973 29.7035 4.3965
H 13.9030 28.4659 4.0160
H 14.1222 26.4972 -1.0827
H 12.9753 25.5142 -0.1651
H 14.4827 26.1567 0.5600
F 11.3931 23.5645 9.0570
C 6.7494 20.8738 10.7967
O 6.7249 21.3864 9.4797
H 6.0887 20.0194 10.9434
H 7.7606 20.6070 11.1040
H 6.4396 21.5342 11.6066
H 5.7867 21.5629 9.3794
C 7.0758 27.0685 8.5587
O 7.4310 26.3666 7.3516
H 6.3408 26.5656 9.1871
H 7.9587 27.3088 9.1511
H 6.6752 28.0121 8.1884
H 6.6987 26.6869 6.8199
C 14.1750 24.0196 13.7780
O 14.8277 24.3598 12.5307
H 14.9466 23.9284 14.5425
H 13.3435 24.6642 14.0632
H 13.7662 23.0237 13.6075
H 14.0995 24.3008 11.9079
C 15.5723 22.5519 5.7494
O 14.4801 21.7899 5.3856
H 15.4020 23.1785 6.6249
H 16.3722 21.8774 6.0547
H 15.9918 23.0485 4.8745
H 14.7692 21.1618 4.7196
```

Summary:
- HOMO-LUMO gap: 0.05474 Eh
- Highest occupied orbital energy: -8.00 eV
- Net charge: +1
- Energy: -1576.26111 a.u.
- Relative energy (zero: lowest compared OMol25 entry of this formula, charge and spin): 20.330 eV
- E_LUMO: -6.508 eV
- Strongest force on any atom: 7.54 eV/A